# C42H41HfNO3P2S

C42H41HfNO3P2S as an isolated structure at a distorted geometry (ωB97M-V/def2-TZVPD, the Open Molecules 2025 dataset).

Positions of all 91 atoms, in Å:
Hf  0.07042  -0.58647  0.37171
C  -2.36877  -2.93271  0.34282
C  -2.19361  -2.60896  -0.95445
C  -3.25516  -2.12228  -1.90940
C  -4.30978  -1.25718  -1.20332
C  -3.73165  -0.21300  -0.32142
C  -3.31624  -0.34237  0.95312
C  -3.77822  -1.43460  1.85001
C  -3.58429  -2.82934  1.21496
C  1.23500  2.77047  0.61936
H  -1.52754  -3.40421  0.83601
H  -1.24950  -2.91667  -1.42127
H  -3.74653  -2.98707  -2.39836
H  -2.73427  -1.55931  -2.70743
H  -4.84496  -0.73251  -2.00274
H  -5.04880  -1.89264  -0.69247
H  -3.79008  0.76892  -0.79379
H  -2.85137  0.49590  1.46897
H  -4.85029  -1.31380  2.10952
H  -3.22226  -1.37421  2.79907
H  -3.45781  -3.53523  2.05488
H  -4.48627  -3.12266  0.65535
H  1.65124  1.92403  1.20670
H  1.57956  3.70989  1.09612
H  1.57007  2.72594  -0.43402
P  -0.35052  -0.81908  -2.18983
P  -0.50478  2.68395  0.60821
C  -0.79914  0.88618  -1.91636
C  -1.01675  1.25956  -0.46482
C  0.56166  -1.54476  -3.56140
C  -0.24235  -2.05568  -4.60219
C  0.33249  -2.65393  -5.71241
C  1.71519  -2.84880  -5.79302
C  2.50067  -2.47301  -4.69660
C  1.94012  -1.86190  -3.57292
C  0.64531  -2.58008  0.38046
C  0.38518  -2.46180  1.77058
C  0.53401  -3.57562  2.62420
C  0.68735  -4.83048  2.06703
C  0.77110  -4.92535  0.67441
C  0.80181  -3.82397  -0.17800
C  -1.12097  4.17967  -0.10619
C  -0.88643  4.36688  -1.48142
C  -1.06281  5.64811  -2.00202
C  -1.46895  6.69799  -1.16463
C  -1.68003  6.48637  0.20265
C  -1.49142  5.22250  0.75492
C  -1.05139  2.41553  2.33639
C  -0.19575  2.00636  3.37981
C  -0.73495  1.73808  4.63410
C  -2.10384  1.81685  4.86106
C  -2.95314  2.18375  3.81687
C  -2.44126  2.50282  2.55535
H  -1.38215  1.41818  -2.69116
H  -2.09552  1.19419  -0.16725
H  -1.32083  -2.01003  -4.48290
H  -0.30236  -2.97324  -6.52929
H  2.15980  -3.30205  -6.68629
H  3.56961  -2.66760  -4.74413
H  2.54889  -1.65778  -2.69613
H  -0.06005  -1.51175  2.18908
H  0.54606  -3.42825  3.69786
H  0.71110  -5.72740  2.69509
H  0.82483  -5.90102  0.22317
H  0.86513  -3.88378  -1.26226
H  -0.56536  3.51392  -2.09385
H  -0.86578  5.81846  -3.05918
H  -1.60483  7.69492  -1.58025
H  -1.97672  7.29605  0.86274
H  -1.61445  5.01779  1.82200
H  0.87423  1.87598  3.20432
H  -0.09112  1.46023  5.45215
H  -2.54204  1.59139  5.83055
H  -4.03319  2.22323  3.94133
H  -3.11439  2.75317  1.71404
O  3.97070  -1.41678  3.08495
S  3.81375  -0.14464  2.44022
O  3.72260  1.09615  3.17200
N  2.47171  -0.23619  1.29368
C  2.92580  -0.12211  0.05152
O  1.91204  -0.04691  -0.77472
C  4.40060  0.04016  -0.11885
C  5.31130  0.10937  -1.20355
C  6.67028  0.41373  -1.02466
C  7.19040  0.54642  0.26407
C  6.34105  0.31738  1.35478
C  4.98357  0.06736  1.13703
H  4.92389  -0.09310  -2.18932
H  7.34246  0.57134  -1.87358
H  8.23098  0.83962  0.41723
H  6.72866  0.39350  2.36535

## Properties
Energy above the lowest of the compared OMol25 structures with the same formula, charge and spin   2.590 eV
Lowest unoccupied orbital energy (alpha / beta)   -6.5 / -6.5 eV
HOMO-LUMO gap (alpha / beta)   7.2 / 7.2 eV
HOMO energy (alpha / beta)   -13.7 / -13.7 eV
Maximum force   4.04 eV/A
Total charge   +2